# C32H62BCl2N3O9P

A 2-piece molecular cluster, C32H62BCl2N3O9P overall (wB97M-V/def2-TZVPD, OMol25).

Values from the calculation:
HOMO level = -4.13 eV
net charge = -1
E_tot = -3384.200131 a.u.
LUMO = 2.45 eV

Geometry (Å):
H: -4.385 1.785 3.361
H: -3.369 3.920 -3.338
O: 1.928 -2.476 2.713
H: -3.612 0.179 -3.406
C: -2.097 -2.094 -2.405
C: -1.205 -1.249 0.684
C: 3.381 -3.690 0.008
H: 5.707 1.314 1.440
H: 7.531 -0.576 1.857
H: 2.195 0.868 2.622
H: -4.196 2.360 -0.147
O: -0.775 -1.689 -2.043
H: -2.799 -0.268 2.898
H: -1.097 2.931 1.791
H: 1.572 -2.142 -3.004
C: -5.415 5.245 -4.159
C: -4.201 2.537 -1.224
N: -0.973 1.014 2.926
O: -0.389 2.840 4.357
Cl: -4.486 -4.028 -2.928
O: -3.525 1.459 -1.851
C: 0.091 0.686 5.414
H: 2.710 -3.382 5.626
H: 0.978 1.245 5.878
C: 4.792 -3.592 -0.744
H: 3.261 -2.795 -2.863
H: -5.029 1.188 -3.268
H: 4.649 0.624 2.771
H: 4.050 -2.758 6.745
H: -2.768 -3.871 -6.401
H: -6.450 5.415 -4.469
H: 4.170 -3.444 3.715
H: -2.951 -1.417 -2.079
H: 5.655 -3.825 -0.033
C: 2.036 -0.871 0.484
O: 5.017 -1.494 4.106
C: 0.399 0.530 -2.572
H: -3.024 2.887 2.828
C: -3.464 1.845 2.667
H: 7.094 -1.398 4.581
P: 2.048 -2.434 -0.601
C: 6.404 -1.502 3.658
H: 0.495 -0.340 5.077
H: 0.484 2.053 1.794
H: 4.995 -2.553 -1.203
C: 5.395 0.331 1.965
O: -5.372 5.489 -2.751
H: 2.931 -0.182 3.760
H: 4.819 -4.354 -1.603
O: 0.918 1.641 -2.204
C: -4.276 6.294 -2.348
C: -2.409 0.777 3.210
C: -0.927 -2.614 1.001
H: 6.567 -2.501 3.114
C: 6.717 -0.294 2.614
H: 3.068 -1.555 5.620
H: -5.683 3.155 -3.847
H: -2.522 0.779 4.365
O: 1.014 0.092 0.294
O: 0.746 0.106 -3.863
H: -3.659 3.468 -1.396
H: -0.555 -3.419 0.292
C: -3.380 -3.347 -4.258
C: -3.709 -3.853 -5.758
H: 3.578 -3.625 1.127
H: 3.215 0.998 0.738
H: -3.853 1.661 1.615
N: 2.157 -0.038 3.102
H: 5.559 -3.324 4.983
H: -4.549 -3.209 -6.179
H: -4.194 7.195 -2.964
H: -2.203 1.083 0.301
C: -1.065 1.266 0.322
H: 3.562 0.242 -0.882
H: 4.758 -1.668 1.222
H: 1.563 -3.143 2.095
H: -5.239 2.627 -1.553
B: 2.060 -1.177 2.115
H: -4.443 6.598 -1.312
C: -0.653 -0.311 -1.652
Cl: -1.326 -1.810 -5.339
H: -2.192 2.062 -4.089
C: 4.626 -2.812 4.566
H: 2.967 -4.752 -0.191
H: -1.655 0.242 -1.843
H: -3.339 5.732 -2.385
H: -0.701 0.478 6.207
H: -3.469 1.702 -5.239
H: -2.221 -3.082 -1.823
C: 3.534 -2.595 5.741
C: -0.423 1.584 4.191
C: 4.747 -0.614 0.805
C: -3.274 2.111 -4.240
H: -4.079 -4.941 -5.627
H: -1.034 -2.909 2.115
H: -2.299 -0.957 0.926
C: -3.937 1.202 -3.192
C: 2.558 -2.021 -2.411
H: 5.544 -0.598 -0.037
H: -0.865 2.069 -0.460
N: -3.631 3.533 -4.237
C: -2.314 -2.436 -3.958
H: -5.284 3.583 -5.523
H: 2.868 -0.938 -2.557
H: 7.186 0.542 3.265
C: 3.413 -0.021 0.220
C: -0.310 -0.157 -0.042
C: -0.658 1.858 1.749
H: -4.784 5.945 -4.715
C: -5.050 3.790 -4.474